An isolated ion of composition C6H16N5 and charge +1 in a non-equilibrium geometry, computed with ωB97M-V/def2-TZVPD.

Values from the calculation:
SMILES	[H]/N=C(/N)N(C)N1CC[NH2+]CC1
lowest unoccupied orbital energy	-3.36	eV
highest occupied orbital energy	-12.1761	eV
charge	+1
multiplicity	1
ΔE to the lowest compared entry with this formula, charge and spin	105.9	kcal/mol

Element x y z (Å)
H  -0.860  0.520  1.963
N  -1.671  1.059  1.981
C  -1.914  1.598  0.896
N  -3.075  2.214  0.587
N  -0.760  1.392  -0.490
C  -1.550  1.179  -1.729
N  0.061  0.349  0.020
C  1.423  0.495  -0.469
C  2.335  -0.210  0.569
N  1.989  -1.692  0.635
C  0.580  -1.811  1.022
C  -0.267  -1.051  -0.056
H  -3.846  2.005  1.216
H  -3.087  3.115  0.080
H  -1.889  2.156  -1.962
H  -0.688  1.042  -2.459
H  -2.226  0.314  -1.870
H  1.826  1.509  -0.493
H  1.681  -0.030  -1.360
H  3.457  -0.124  0.339
H  2.193  0.458  1.386
H  2.155  -2.188  -0.323
H  2.660  -2.005  1.285
H  0.232  -1.382  2.023
H  0.240  -2.748  0.987
H  -0.142  -1.538  -1.004
H  -1.259  -1.323  0.060

natural (NBO) atomic charge list, values in e, 2 entries: atom 1 (H): 0.3438, atom 2 (N): -0.7022